{
  "formula": "C5H36NO13",
  "method": "ωB97M-V/def2-TZVPD",
  "gap_ha": 0.3485,
  "de_lowest_ev": 2.958,
  "total_charge": -1,
  "energy_ha": -1245.01781,
  "elements": ["C", "O", "C", "C", "C", "C", "N", "H", "H", "H", "H", "H", "H", "H", "H", "H", "H", "H", "H", "H", "H", "O", "H", "H", "O", "H", "H", "O", "H", "H", "O", "H", "H", "O", "H", "H", "O", "H", "H", "O", "H", "H", "O", "H", "H", "O", "H", "H", "O", "H", "H", "O", "H", "H", "O"],
  "coordinates": [[-2.0591, 0.6166, -0.4168], [-1.6316, -0.6562, -0.8716], [-0.8604, 1.6323, -0.4453], [0.0581, 1.3652, 0.8394], [0.4937, 2.7692, 1.4626], [1.2039, 0.3969, 0.5855], [-1.3519, 3.0440, -0.4264], [-2.7997, 0.8226, -1.2178], [-2.5006, 0.7150, 0.5893], [-0.3674, 1.4936, -1.4161], [-0.6803, 0.9382, 1.5441], [1.0562, 2.7282, 2.4020], [1.0869, 3.1917, 0.6760], [-0.4369, 3.3460, 1.4990], [1.0365, -0.2162, -0.2887], [1.4751, -0.3199, 1.4065], [2.1887, 0.7953, 0.4562], [-2.2960, 3.0652, -0.0769], [-1.3604, 3.5529, -1.3049], [-3.1706, -1.2596, 0.8753], [-1.9612, -1.9003, 1.3068], [-2.8496, -1.6845, 1.6825], [1.9192, 0.2374, -2.6635], [3.3506, 0.1878, -2.1174], [2.7297, 0.7827, -2.5489], [-2.9192, -2.9069, -2.3677], [-3.5279, -1.5657, -1.8283], [-3.5500, -2.2076, -2.5411], [3.2005, 1.9396, 2.1623], [3.8709, 0.9040, 2.9573], [4.0764, 1.5244, 2.2394], [0.5101, -2.5625, 3.1442], [-0.2058, -1.3873, 2.6184], [-0.0999, -1.8548, 3.4599], [-0.9317, 1.9541, -3.7083], [0.1998, 2.8389, -4.2844], [-0.7403, 2.8233, -4.0795], [0.3290, -1.4195, -2.7783], [-0.0915, -0.2736, -1.9095], [0.3557, -0.4564, -2.7705], [-0.8057, -0.6728, 5.4798], [0.4995, -0.8535, 4.8073], [-0.0771, -0.1281, 5.1652], [0.8162, -4.4113, 2.3350], [0.7101, -3.1771, 1.4459], [1.3853, -3.6918, 2.0327], [-0.4443, -2.9992, -2.0838], [0.4115, -3.0317, -0.8486], [0.4076, -3.3511, -1.8000], [1.7855, 3.4727, -1.2899], [2.2259, 2.5849, -2.3387], [2.4973, 3.4439, -1.9462], [-0.8370, -3.1723, 0.2484], [-1.0603, -1.2498, -0.2363], [-0.3683, -2.3776, 0.5359]],
  "mulliken_charge": [-1.126, -0.023, 0.683, 0.726, -1.630, -0.729, -0.615, 0.258, 0.629, -0.136, 0.167, 0.319, 0.384, 0.416, -0.061, 0.175, 0.570, 0.217, 0.283, 0.429, 0.397, -0.710, 0.420, 0.261, -0.692, 0.300, 0.310, -0.649, 0.300, 0.332, -0.667, 0.542, 0.178, -0.785, 0.327, 0.324, -0.647, 0.385, -0.124, -0.715, 0.282, 0.359, -0.641, 0.295, 0.361, -0.805, 0.208, 0.409, -0.767, 0.362, 0.309, -0.695, 0.217, 0.295, -1.214]
}